A:
Formula: C62H160N12O19
Source: OMol25
Level of theory: the ωB97M-V functional and the def2-TZVPD basis

Each line ends with the Löwdin charge.
Positions of all 253 atoms, in Å:
C: -7.89112 -4.95040 -3.20372  -0.0605
O: -8.67465 -5.27555 -4.39704  -0.1959
C: -9.64560 -4.35224 -4.67372  -0.2456
C: -10.78412 -4.67528 -3.65795  -0.3971
C: -12.11820 -4.59447 -4.42915  -0.0788
N: -10.86549 -3.88993 -2.38195  0.0315
H: -8.38821 -5.21353 -2.27003  0.0738
H: -7.82791 -3.86370 -3.26022  0.0810
H: -6.92755 -5.45631 -3.14285  0.0829
H: -9.30442 -3.31789 -4.63131  0.1180
H: -9.96684 -4.43255 -5.71221  0.1231
H: -10.59443 -5.69563 -3.32476  0.1305
H: -12.11955 -3.58819 -4.84808  0.0766
H: -12.95563 -4.74016 -3.74681  0.0669
H: -12.20159 -5.35685 -5.20370  0.0758
H: -11.04776 -2.92661 -2.62464  0.0587
H: -11.66566 -4.15337 -1.82479  0.0592
C: 2.08357 4.57668 -8.55884  -0.1091
O: 2.88858 5.49348 -7.81427  -0.1754
C: 3.97367 4.87828 -7.15863  -0.2633
C: 4.91670 5.77880 -6.47177  -0.4159
C: 5.56463 6.76315 -7.43891  -0.0660
N: 6.03801 4.95043 -5.89121  0.0418
H: 1.49253 4.03367 -7.82132  0.0814
H: 2.47988 3.81135 -9.22617  0.0849
H: 1.36235 5.10891 -9.17905  0.0843
H: 3.56030 4.07441 -6.54952  0.1253
H: 4.48861 4.35834 -7.96648  0.1238
H: 4.35386 6.35410 -5.73670  0.1437
H: 6.11982 7.58107 -6.97969  0.0761
H: 4.92634 7.27318 -8.16041  0.0757
H: 6.25676 6.18309 -8.04931  0.0751
H: 6.43269 4.32638 -6.58033  0.0622
H: 5.53832 4.28367 -5.32040  0.0554
C: 3.23573 -13.20199 -0.83045  -0.0896
O: 2.77308 -11.89293 -1.19691  -0.1883
C: 1.55627 -11.43942 -0.62633  -0.2104
C: 1.30457 -9.85217 -0.80235  -0.4096
C: 2.46772 -9.10867 -0.16342  -0.0778
N: 0.08490 -9.50732 -0.04012  0.0303
H: 2.99632 -13.46810 0.19910  0.0770
H: 4.32143 -13.29803 -0.81822  0.0845
H: 2.72187 -13.89842 -1.49302  0.0861
H: 0.66255 -11.86697 -1.08082  0.1059
H: 1.40968 -11.76862 0.40238  0.1122
H: 1.25177 -9.58930 -1.85886  0.1330
H: 3.27147 -9.12771 -0.89942  0.0765
H: 2.74608 -9.70664 0.70437  0.0785
H: 2.21766 -8.08082 0.09949  0.0761
H: -0.50916 -10.27899 -0.30796  0.0529
H: 0.33723 -9.69892 0.91889  0.0630
C: 3.36228 -1.08226 0.98427  -0.0683
O: 2.01293 -0.64731 0.60607  -0.1923
C: 1.18112 -1.56193 -0.04923  -0.2360
C: 1.57996 -2.17768 -1.36319  -0.4573
C: 1.93117 -1.29258 -2.54605  -0.0624
N: 0.66826 -3.25211 -1.82337  0.0455
H: 4.13169 -0.33657 0.78407  0.0836
H: 3.73397 -2.01601 0.56229  0.0740
H: 3.24186 -1.30553 2.04433  0.0819
H: 1.00862 -2.26245 0.76785  0.1262
H: 0.25771 -1.02076 -0.25551  0.1267
H: 2.56278 -2.60897 -1.17309  0.1150
H: 2.25768 -1.86084 -3.41701  0.0798
H: 2.85986 -0.77374 -2.30848  0.0700
H: 1.19015 -0.51741 -2.74128  0.0783
H: 0.71500 -4.06315 -1.22326  0.0683
H: -0.23605 -2.80248 -1.83558  0.0667
C: 11.70563 5.06235 6.53910  -0.0901
O: 11.45596 3.64703 6.58993  -0.1722
C: 10.12836 3.43461 6.94832  -0.2647
C: 9.94306 1.96530 6.97095  -0.4342
C: 10.32019 1.21703 5.68463  -0.0635
N: 8.52102 1.70145 7.21620  0.0254
H: 11.07798 5.53700 5.78487  0.0826
H: 12.73408 5.28073 6.25151  0.0857
H: 11.52404 5.54315 7.50033  0.0850
H: 9.94581 3.89784 7.91795  0.1246
H: 9.38315 3.99822 6.38699  0.1259
H: 10.57694 1.50558 7.72921  0.1429
H: 9.73095 1.51218 4.81643  0.0803
H: 10.11361 0.17675 5.93612  0.0715
H: 11.39528 1.30621 5.52861  0.0723
H: 8.29861 0.71626 7.22047  0.0634
H: 7.96289 2.07704 6.46285  0.0652
C: 12.01971 13.26325 2.53577  -0.0979
O: 10.72727 12.68167 2.83327  -0.2073
C: 9.52431 13.20013 2.19477  -0.2074
C: 8.26944 12.46002 2.54749  -0.2013
N: 7.87411 11.39365 1.58749  -0.0711
C: 7.09331 10.50587 2.29256  -0.2533
C: 8.05131 9.35748 2.62647  -0.2409
O: 8.29129 8.58392 1.46979  -0.1870
C: 9.16217 7.41642 1.51720  -0.0707
H: 12.22644 14.16086 3.11857  0.0752
H: 12.32394 13.44129 1.50433  0.0819
H: 12.66592 12.52373 3.00868  0.0813
H: 9.67888 13.27897 1.11868  0.1224
H: 9.33233 14.18582 2.61862  0.1150
H: 7.39772 13.10317 2.66810  0.1229
H: 8.58179 12.08900 3.52366  0.1160
H: 8.58363 10.96386 1.01134  0.1163
H: 6.25850 10.13910 1.69533  0.1196
H: 6.70332 10.87398 3.24151  0.1193
H: 7.77515 8.90309 3.57798  0.1133
H: 9.00203 9.78076 2.95058  0.1138
H: 10.10922 7.70332 1.97422  0.0834
H: 9.32797 6.97462 0.53464  0.0801
H: 8.70466 6.55428 2.00251  0.0764
C: -6.74022 -7.87644 -15.99905  -0.0770
O: -7.21722 -6.71570 -15.22022  -0.2109
C: -7.44724 -5.42175 -15.83827  -0.2073
C: -7.84030 -4.31630 -14.78519  -0.1963
N: -6.71789 -3.92956 -13.90484  -0.0317
C: -7.14049 -2.69292 -13.21504  -0.2470
C: -6.08123 -2.28380 -12.30836  -0.2196
O: -5.95548 -3.10744 -11.11031  -0.1964
C: -4.76811 -3.00675 -10.40468  -0.1409
H: -6.57589 -8.79108 -15.42938  0.0803
H: -5.92244 -7.57261 -16.65252  0.0773
H: -7.48577 -8.23085 -16.71085  0.0679
H: -8.20922 -5.47283 -16.61603  0.1080
H: -6.55357 -5.05229 -16.34120  0.1068
H: -8.72195 -4.79438 -14.35832  0.1105
H: -8.20141 -3.46020 -15.35510  0.1134
H: -6.23115 -4.49444 -13.22359  0.1133
H: -8.11203 -2.77808 -12.72824  0.1243
H: -7.31841 -1.89147 -13.93208  0.1201
H: -6.33431 -1.28001 -11.96710  0.1221
H: -5.08697 -2.26435 -12.75462  0.1264
H: -4.11224 -3.79176 -10.78113  0.0841
H: -4.95630 -3.24721 -9.35832  0.0868
H: -4.26411 -2.04319 -10.47982  0.0856
C: 4.30283 -3.37872 -9.63271  -0.1207
O: 5.66670 -3.20736 -9.33723  -0.1997
C: 6.53570 -3.87512 -10.20706  -0.2115
C: 8.04828 -3.93170 -9.67141  -0.1787
N: 8.41751 -5.27567 -9.38744  -0.0772
C: 7.92730 -5.67113 -8.10201  -0.2193
C: 8.59134 -7.04658 -7.84495  -0.1980
O: 10.00033 -6.99361 -8.00253  -0.2086
C: 10.81074 -7.18418 -6.91070  -0.1263
H: 3.70249 -3.05996 -8.78060  0.0862
H: 4.06985 -4.42333 -9.83911  0.0835
H: 3.94620 -2.77990 -10.47075  0.0831
H: 6.45380 -3.43016 -11.19873  0.1108
H: 6.14998 -4.88206 -10.36639  0.1063
H: 8.05687 -3.22558 -8.84110  0.1135
H: 8.66180 -3.64065 -10.52405  0.1122
H: 9.37977 -5.49436 -9.17223  0.0986
H: 6.83871 -5.72630 -8.10559  0.1217
H: 8.23013 -5.07232 -7.24304  0.1186
H: 8.24901 -7.72958 -8.62239  0.1201
H: 8.31119 -7.55830 -6.92421  0.1178
H: 11.77820 -7.43119 -7.34788  0.0925
H: 10.43963 -8.07442 -6.40292  0.0863
H: 10.92881 -6.35118 -6.21768  0.0888
C: 1.79599 3.11255 7.66987  -0.1355
O: 1.98767 4.43158 8.05582  -0.2081
C: 3.05798 4.97351 7.27900  -0.2003
C: 3.43015 6.35362 7.93686  -0.1910
N: 4.08730 5.99942 9.18126  -0.0946
C: 4.36145 7.13241 10.05007  -0.1971
C: 5.50119 8.10032 9.65740  -0.1819
O: 6.24528 8.66644 10.74814  -0.1814
C: 7.44022 9.25886 10.52771  -0.1573
H: 0.80656 2.78213 7.98601  0.0928
H: 2.59703 2.49598 8.07765  0.0905
H: 1.85973 3.05509 6.58325  0.0828
H: 2.76483 5.07174 6.23376  0.1159
H: 3.83013 4.21055 7.37786  0.1145
H: 2.54224 6.98252 8.00161  0.1172
H: 4.20361 6.83861 7.34135  0.1114
H: 3.48889 5.31508 9.62136  0.1028
H: 4.62554 6.65794 10.99518  0.1179
H: 3.36320 7.52388 10.24586  0.1139
H: 4.98493 8.84914 9.05671  0.1122
H: 6.16389 7.67406 8.90423  0.1153
H: 7.99947 9.33971 11.45979  0.0973
H: 7.33312 10.19214 9.97488  0.0842
H: 7.95902 8.68333 9.76108  0.0788
C: -5.24935 -4.45362 11.18124  -0.1768
O: -4.20656 -4.80821 10.44380  -0.1960
C: -2.99200 -4.16192 10.72475  -0.1926
C: -1.82565 -4.73873 9.85280  -0.2446
N: -2.19880 -4.67678 8.50506  -0.0645
C: -1.19286 -5.42316 7.66642  -0.1329
C: -1.24620 -7.01571 7.80758  -0.1993
O: -0.25536 -7.59882 6.93499  -0.2168
C: -0.18939 -9.03364 7.01178  -0.1104
H: -5.14835 -4.55474 12.26183  0.0911
H: -6.06921 -5.07135 10.81472  0.0991
H: -5.52656 -3.41320 11.01152  0.0902
H: -2.80177 -4.27475 11.79207  0.1183
H: -3.17075 -3.10189 10.54453  0.1211
H: -1.65039 -5.73818 10.25089  0.1094
H: -0.97421 -4.06766 9.96588  0.1226
H: -3.16417 -4.97237 8.53315  0.1037
H: -0.17219 -5.07799 7.50147  0.1183
H: -1.66501 -5.35650 6.68627  0.1030
H: -2.21051 -7.42699 7.50915  0.1139
H: -1.03555 -7.44946 8.78512  0.0999
H: 0.48810 -9.49554 6.29363  0.0788
H: -1.12131 -9.55552 6.79436  0.0821
H: 0.24164 -9.27389 7.98368  0.0824
C: -8.73119 9.58665 0.65457  -0.1169
O: -8.02150 8.88011 1.67873  -0.2218
C: -8.88304 7.93987 2.40534  -0.1624
C: -9.25746 6.61983 1.63849  -0.2097
N: -8.13829 5.70336 1.36117  -0.0632
C: -7.09582 6.38457 0.57050  -0.1814
C: -6.00884 5.43717 -0.00314  -0.2284
O: -6.41620 4.80045 -1.20973  -0.1933
C: -5.40463 3.81269 -1.63847  -0.0799
H: -9.15805 8.98535 -0.14814  0.0722
H: -8.09377 10.34940 0.20735  0.0891
H: -9.63890 10.04344 1.04891  0.0792
H: -9.63198 8.54160 2.92022  0.1126
H: -8.23725 7.59142 3.21134  0.1098
H: -9.67626 6.83257 0.65489  0.1008
H: -10.05456 6.00061 2.04995  0.1118
H: -7.88553 5.42949 2.29990  0.0979
H: -6.50500 6.99226 1.25587  0.1056
H: -7.56497 7.09559 -0.10953  0.1161
H: -5.53057 4.82624 0.76245  0.1170
H: -5.19174 6.07242 -0.34507  0.1107
H: -4.45045 4.31095 -1.80990  0.0746
H: -5.77661 3.29499 -2.52261  0.0846
H: -5.11958 3.14013 -0.82945  0.0748
C: -7.16049 -1.14534 4.43006  -0.0803
O: -8.10072 -2.22375 4.68228  -0.1786
C: -9.25770 -2.21879 3.91374  -0.2730
C: -10.32726 -1.15136 4.27600  -0.1770
N: -10.75585 -1.19791 5.68899  -0.0616
C: -11.08796 -2.51500 6.22178  -0.2094
C: -12.19746 -2.42901 7.26597  -0.2274
O: -13.06664 -3.53942 7.15676  -0.2002
C: -14.02725 -3.72859 8.21599  -0.0975
H: -6.11041 -1.43750 4.43864  0.0752
H: -7.08253 -0.52538 5.32317  0.0802
H: -7.31191 -0.63529 3.47871  0.0897
H: -9.64763 -3.23452 3.84787  0.1151
H: -9.03604 -2.07012 2.85691  0.1100
H: -11.08338 -1.19857 3.49233  0.1145
H: -9.81437 -0.20813 4.08795  0.1042
H: -10.02997 -0.92402 6.33566  0.1032
H: -10.19313 -3.05619 6.52914  0.1196
H: -11.48992 -3.09453 5.39072  0.1177
H: -12.84472 -1.58496 7.02775  0.1155
H: -11.82108 -2.22387 8.26815  0.1172
H: -14.75521 -2.91788 8.24657  0.0794
H: -13.63557 -3.89651 9.21921  0.0811
H: -14.59492 -4.61224 7.92440  0.0822

Summary:
* LUMO energy: 0.370 eV
* structure (SMILES): COC[C@H](C)N.COC[C@H](C)N.COC[C@H](C)N.COC[C@H](C)N.COC[C@H](C)N.COCCNCCOC.COCCNCCOC.COCCNCCOC.COCCNCCOC.COCCNCCOC.COCCNCCOC.COCCNCCOC
* frontier orbital gap: 8.64 eV
* 2S+1: 1

---

B:
Formula: C62H160N12O19
Source: OMol25
Level of theory: the ωB97M-V functional and the def2-TZVPD basis

Each line ends with the Löwdin charge.
Positions of all 253 atoms, in Å:
C: -5.51144 3.13607 -4.01755  -0.0493
O: -4.50078 4.00688 -3.31960  -0.2012
C: -3.50532 3.26836 -2.54732  -0.1858
C: -2.47181 4.19916 -1.88697  -0.3980
C: -1.33503 4.51360 -2.82707  -0.0694
N: -1.91385 3.79387 -0.57602  0.0738
H: -6.01795 2.45265 -3.33602  0.0593
H: -5.04866 2.58339 -4.83517  0.0701
H: -6.28319 3.80031 -4.40653  0.0794
H: -3.98859 2.71503 -1.74209  0.1091
H: -3.07019 2.52083 -3.21062  0.0944
H: -3.01853 5.12611 -1.71378  0.1370
H: -1.67712 4.77704 -3.82791  0.0841
H: -0.50002 3.81777 -2.90877  0.0658
H: -0.87551 5.42243 -2.43855  0.0617
H: -1.18033 3.13896 -0.80653  0.0214
H: -1.36222 4.57978 -0.26271  0.0568
C: -0.90393 4.80714 3.26540  -0.0957
O: -0.49882 4.05897 4.40812  -0.2029
C: 0.79701 4.39862 4.95156  -0.1524
C: 1.14300 3.50826 6.20955  -0.4010
C: 2.54067 3.67830 6.73007  -0.0614
N: 1.08977 2.12333 5.76919  0.0526
H: -1.92398 4.63572 2.92159  0.0858
H: -0.31423 4.49235 2.40444  0.0616
H: -0.74865 5.85496 3.52240  0.0831
H: 1.54167 4.25223 4.16915  0.1092
H: 0.84103 5.45287 5.22487  0.1162
H: 0.38164 3.64146 6.97811  0.1293
H: 2.78282 4.72351 6.92239  0.0764
H: 3.32095 3.29778 6.07092  0.0661
H: 2.67135 3.25492 7.72594  0.0763
H: 0.93728 1.63489 6.63998  0.0226
H: 0.17940 1.96375 5.36191  0.0737
C: 1.83754 -6.82136 -3.80011  -0.1146
O: 0.66118 -6.02240 -3.79013  -0.1856
C: 0.68827 -5.09686 -2.68086  -0.1571
C: -0.35524 -3.94417 -2.77174  -0.3840
C: -0.08440 -3.19019 -4.06352  -0.0440
N: -0.14998 -3.07697 -1.64617  0.0597
H: 2.70141 -6.16766 -3.92052  0.0747
H: 1.71743 -7.54721 -4.60435  0.0895
H: 2.00971 -7.39292 -2.88810  0.0817
H: 0.50621 -5.70924 -1.79771  0.1141
H: 1.66006 -4.63166 -2.51563  0.1173
H: -1.38856 -4.27686 -2.67354  0.1340
H: -0.86651 -2.46825 -4.29849  0.0630
H: -0.09884 -3.87423 -4.91203  0.0807
H: 0.80814 -2.57661 -4.18595  0.0657
H: -0.60385 -2.18256 -1.76510  0.0524
H: 0.77564 -2.70108 -1.79465  0.0365
C: -4.74495 -4.91361 3.79820  -0.1063
O: -4.03169 -4.32893 2.73272  -0.1920
C: -3.12260 -5.07696 1.97697  -0.1992
C: -2.64123 -4.39279 0.71024  -0.4364
C: -3.70720 -4.05435 -0.30188  -0.0405
N: -1.63119 -5.16070 0.03367  0.0683
H: -4.05837 -5.17281 4.60413  0.0754
H: -5.13053 -5.91646 3.61456  0.0792
H: -5.59506 -4.28763 4.06942  0.0957
H: -2.26842 -5.36724 2.58870  0.1155
H: -3.50904 -6.05585 1.69322  0.1256
H: -2.06295 -3.53347 1.04971  0.1109
H: -4.14028 -4.92106 -0.80123  0.0866
H: -3.35896 -3.40240 -1.10300  0.0518
H: -4.52160 -3.54214 0.21047  0.0699
H: -1.25457 -4.66591 -0.76222  0.0168
H: -0.82637 -5.21298 0.64165  0.0261
C: 4.69851 5.67127 1.37343  -0.0773
O: 4.88122 4.93199 2.59978  -0.2031
C: 6.06867 4.20211 2.73463  -0.2374
C: 5.96493 3.44715 4.00236  -0.4128
C: 6.13261 4.30220 5.31970  -0.0540
N: 7.01406 2.43335 4.08285  0.0364
H: 4.70490 5.03344 0.48954  0.0807
H: 5.47649 6.43430 1.34870  0.0840
H: 3.78243 6.23837 1.53861  0.0879
H: 6.16296 3.51284 1.89551  0.1207
H: 6.90958 4.89207 2.66438  0.1316
H: 5.01334 2.91563 4.01042  0.1125
H: 7.15297 4.66708 5.43732  0.0703
H: 5.98997 3.71964 6.22985  0.0656
H: 5.52219 5.19166 5.47573  0.0683
H: 7.04609 2.12146 5.04295  0.0696
H: 7.89207 2.89159 3.88482  0.0714
C: 5.44695 1.19842 -1.06162  -0.0772
O: 4.56194 1.66242 -2.09910  -0.2288
C: 5.03836 1.74082 -3.43146  -0.1967
C: 3.82977 2.28939 -4.23474  -0.1847
N: 3.67619 3.75142 -3.94856  -0.0417
C: 2.41784 4.26157 -4.53720  -0.1975
C: 1.96711 5.65456 -4.09618  -0.1934
O: 2.12400 5.65811 -2.68277  -0.2076
C: 1.76443 6.82270 -2.03710  -0.1381
H: 5.39412 0.11008 -1.03299  0.0638
H: 5.12591 1.41872 -0.04354  0.0666
H: 6.48521 1.46498 -1.25928  0.0919
H: 5.27704 0.71991 -3.72960  0.1090
H: 5.93395 2.32619 -3.63976  0.1223
H: 2.89466 1.76685 -4.03320  0.0855
H: 3.96027 2.17573 -5.31092  0.1046
H: 3.80811 3.83163 -2.95042  0.0827
H: 1.60858 3.60087 -4.22625  0.0890
H: 2.43106 4.13062 -5.61923  0.1179
H: 0.94245 5.84018 -4.41823  0.1179
H: 2.64236 6.40665 -4.50420  0.1211
H: 2.43630 7.62274 -2.34795  0.0861
H: 1.77260 6.70213 -0.95383  0.0861
H: 0.79217 7.25177 -2.27940  0.0797
C: 5.32908 -0.32980 2.63933  -0.1084
O: 4.29733 -0.95048 3.42051  -0.2196
C: 3.99556 -0.28588 4.66436  -0.1789
C: 2.82405 -1.07210 5.39409  -0.1686
N: 2.56621 -0.51215 6.75622  -0.0631
C: 1.29266 -1.06673 7.30050  -0.1651
C: 0.96392 -0.30877 8.61952  -0.2139
O: 0.75637 1.06251 8.36740  -0.2303
C: 0.34923 1.73961 9.53539  -0.0957
H: 5.62656 -0.82158 1.71318  0.0733
H: 6.28177 -0.32939 3.16892  0.0768
H: 5.00200 0.66511 2.33725  0.0595
H: 3.78867 0.77477 4.52182  0.0933
H: 4.91678 -0.36018 5.24226  0.1130
H: 3.04892 -2.13566 5.31402  0.1129
H: 1.90569 -0.92514 4.82566  0.0903
H: 2.47771 0.47866 6.58136  0.0557
H: 1.24116 -2.15473 7.25938  0.1253
H: 0.56408 -0.64991 6.60513  0.0854
H: 1.77329 -0.45097 9.33562  0.1186
H: 0.11009 -0.78995 9.09653  0.1150
H: 0.29339 2.80822 9.32794  0.0827
H: 1.08574 1.70015 10.33796  0.0921
H: -0.63690 1.41297 9.86548  0.0936
C: -2.17959 1.24420 1.60109  -0.1230
O: -2.77115 0.17388 2.27861  -0.1940
C: -2.03612 -1.09118 2.40194  -0.1673
C: -1.06764 -1.20496 3.59047  -0.2148
N: -1.66744 -1.30051 4.89365  -0.0568
C: -2.64667 -2.40998 5.09325  -0.1628
C: -3.27715 -2.40117 6.49124  -0.2658
O: -3.89345 -3.62004 6.75071  -0.2044
C: -4.86158 -3.50945 7.84397  -0.0621
H: -2.87844 2.07551 1.69405  0.0813
H: -2.03622 1.06170 0.53608  0.0529
H: -1.29098 1.60991 2.11558  0.0767
H: -1.44104 -1.21367 1.49697  0.0866
H: -2.72882 -1.92903 2.32272  0.0953
H: -0.32891 -0.40357 3.57821  0.0982
H: -0.51452 -2.10871 3.33474  0.0985
H: -1.89559 -0.35494 5.16561  0.1082
H: -2.13847 -3.37075 5.01098  0.1247
H: -3.45084 -2.26725 4.37142  0.1066
H: -3.97886 -1.56947 6.42814  0.1186
H: -2.54617 -2.14649 7.25864  0.1164
H: -4.31718 -3.20424 8.73760  0.0813
H: -5.31456 -4.50087 7.84528  0.0894
H: -5.58333 -2.71252 7.66489  0.0801
C: -3.36194 -0.33214 -5.55940  -0.1152
O: -2.03207 -0.34066 -6.05154  -0.1561
C: -1.37764 0.97418 -5.93113  -0.2077
C: -0.10674 1.08301 -6.62953  -0.2451
N: 0.83370 0.13382 -6.05411  -0.0242
C: 2.06140 -0.11902 -6.92297  -0.1638
C: 2.90468 -1.30811 -6.48669  -0.2292
O: 2.07406 -2.46695 -6.44356  -0.1932
C: 2.79784 -3.65813 -6.05543  -0.0826
H: -3.74821 -1.35138 -5.56578  0.0732
H: -4.00662 0.24257 -6.22438  0.0794
H: -3.61273 -0.00411 -4.55064  0.0742
H: -1.19936 1.22899 -4.88644  0.0946
H: -1.96452 1.79385 -6.34564  0.1265
H: 0.37786 2.05412 -6.52851  0.1179
H: -0.23973 1.02205 -7.70967  0.1201
H: 0.37933 -0.74534 -5.85233  0.0818
H: 2.65762 0.78984 -7.00422  0.1036
H: 1.69457 -0.32950 -7.92757  0.1098
H: 3.32738 -1.05132 -5.51535  0.1010
H: 3.79776 -1.44492 -7.09643  0.1206
H: 3.48878 -3.97046 -6.83847  0.0903
H: 2.05362 -4.42862 -5.85396  0.0756
H: 3.29853 -3.56366 -5.09185  0.0718
C: 2.01723 1.96119 2.29748  -0.0761
O: 1.12070 2.69613 1.48028  -0.2152
C: 1.64539 3.35973 0.33701  -0.1968
C: 1.77610 2.39056 -0.78971  -0.1910
N: 0.49166 1.70492 -1.08201  -0.0072
C: 0.60056 0.73958 -2.21715  -0.1392
C: -0.79212 0.22472 -2.54706  -0.1592
O: -1.25088 -0.45147 -1.34278  -0.2449
C: -2.61065 -0.76250 -1.20606  -0.1011
H: 2.60521 2.60512 2.95151  0.0711
H: 2.70191 1.39829 1.66310  0.0693
H: 1.33549 1.32685 2.86401  0.0797
H: 2.56078 3.91467 0.54244  0.1128
H: 0.88953 4.08235 0.02943  0.1064
H: 2.56465 1.67265 -0.56408  0.0828
H: 2.18316 3.01098 -1.58814  0.1030
H: 0.10022 1.38379 -0.20808  0.0831
H: 1.21987 -0.09451 -1.88720  0.0965
H: 1.12389 1.13870 -3.08601  0.0982
H: -0.84608 -0.50644 -3.35364  0.0987
H: -1.41683 1.08756 -2.77799  0.0950
H: -3.20206 0.15072 -1.13980  0.0823
H: -2.74417 -1.43675 -0.36010  0.0800
H: -2.98173 -1.32202 -2.06475  0.0839
C: -7.12341 -1.53111 -9.34711  -0.1256
O: -6.43543 -1.82618 -8.15212  -0.1701
C: -6.78755 -0.91286 -7.10857  -0.2390
C: -6.55772 -1.52962 -5.76058  -0.2459
N: -6.60765 -0.51570 -4.71299  -0.0413
C: -6.22782 -1.24769 -3.51387  -0.2007
C: -6.17231 -0.37980 -2.16040  -0.1541
O: -5.74242 -1.15890 -0.99038  -0.2125
C: -5.87529 -0.55304 0.32168  -0.0862
H: -8.20726 -1.53027 -9.23138  0.0807
H: -6.95106 -2.30818 -10.09180  0.0862
H: -6.82255 -0.57349 -9.77203  0.0869
H: -7.85393 -0.69768 -7.17666  0.1186
H: -6.17503 -0.01161 -7.13448  0.1131
H: -5.56866 -1.98711 -5.78446  0.1024
H: -7.35922 -2.26798 -5.78314  0.1286
H: -7.57330 -0.22347 -4.66588  0.1158
H: -5.27601 -1.76356 -3.64041  0.1025
H: -6.96535 -2.03495 -3.35776  0.1136
H: -7.18495 0.01042 -2.05844  0.1103
H: -5.48459 0.44862 -2.33033  0.0820
H: -6.90485 -0.37881 0.63433  0.0803
H: -5.32201 0.36424 0.52310  0.0762
H: -5.42827 -1.23651 1.04357  0.0779
C: 0.60310 -7.21282 1.52163  -0.0969
O: 0.82477 -5.83165 1.17473  -0.2571
C: 1.29018 -4.99457 2.27680  -0.1743
C: 1.92437 -3.77723 1.69358  -0.2093
N: 0.95247 -2.84576 1.16084  -0.0232
C: 1.45894 -1.51365 0.85247  -0.1676
C: 2.69574 -1.49269 -0.09912  -0.1686
O: 2.26133 -1.98419 -1.37347  -0.2495
C: 3.31242 -2.04766 -2.31126  -0.0841
H: 1.50051 -7.70275 1.89943  0.0770
H: 0.22499 -7.77561 0.66817  0.0880
H: -0.09817 -7.34748 2.34515  0.0798
H: 2.01645 -5.60546 2.81293  0.1199
H: 0.39578 -4.76709 2.85682  0.1188
H: 2.65712 -4.04471 0.93224  0.1208
H: 2.45061 -3.28544 2.51169  0.1215
H: 0.57360 -3.27443 0.32849  0.0647
H: 1.79814 -0.92582 1.70541  0.0986
H: 0.66417 -0.91108 0.41273  0.0992
H: 3.50223 -2.06076 0.36451  0.1167
H: 2.96241 -0.44374 -0.22830  0.0963
H: 4.01257 -2.84417 -2.05936  0.0987
H: 3.94888 -1.16306 -2.33354  0.0682
H: 2.94195 -2.09120 -3.33545  0.0660

Summary:
* LUMO energy: 0.605 eV
* structure (SMILES): COC[C@H](C)N.COC[C@H](C)N.COC[C@H](C)N.COC[C@H](C)N.COC[C@H](C)N.COCCNCCOC.COCCNCCOC.COCCNCCOC.COCCNCCOC.COCCNCCOC.COCCNCCOC.COCCNCCOC
* frontier orbital gap: 8.34 eV
* 2S+1: 1

---

Least stable structure among those shown: A.